{"formula": "C3H6F3N4", "method": "wB97M-V/def2-TZVPD", "de_lowest_kj_mol": 0.00, "smiles": "[NH3+]N1CN=N[C@@H]1C(F)(F)F", "e_tot_ha": -636.18994, "charge": 1, "species": ["C", "C", "C", "N", "N", "N", "N", "F", "F", "F", "H", "H", "H", "H", "H", "H"], "positions_angstrom": [[1.677227, -0.443352, -0.035430], [-0.587928, -0.315761, 0.600618], [-1.801843, -0.884868, -0.142112], [1.374875, -1.429554, 0.936716], [0.246577, -1.458517, 1.322131], [0.379842, 0.221177, -0.338116], [0.416781, 1.645725, -0.451647], [-2.356575, 0.143841, -0.829166], [-1.457176, -1.800924, -1.031509], [-2.712512, -1.369450, 0.674643], [2.431340, 0.235733, 0.377518], [2.084328, -0.929244, -0.926438], [-0.928016, 0.364501, 1.389043], [-0.545250, 1.970425, -0.665056], [1.004928, 1.891139, -1.268832], [0.773403, 2.159128, 0.387637]], "forces_ev_per_a": [[0.3641, 0.7855, -0.8565], [0.6180, -1.0359, 0.7259], [0.0894, 0.2788, -0.1366], [1.9141, -0.6676, 0.0282], [-3.0037, 0.9635, -0.0341], [-0.1095, -0.2547, -0.1235], [0.0495, 0.2476, 0.1580], [-0.0177, 0.2706, -0.0137], [0.1952, -0.2347, 0.0214], [0.0450, -0.0819, 0.2348], [-0.0187, 0.0780, -0.0361], [-0.0459, 0.0642, 0.1010], [-0.0054, 0.0583, -0.1166], [0.4056, -0.1211, 0.0704], [-0.2800, -0.0616, 0.3853], [-0.2000, -0.2890, -0.4077]]}

=====

{"formula": "C68H52NO10", "method": "wB97M-V/def2-TZVPD", "e_tot_ha": -3429.40228, "charge": 1, "species": ["C", "C", "O", "C", "C", "O", "N", "C", "C", "C", "C", "C", "C", "C", "C", "H", "H", "H", "H", "H", "H", "H", "H", "H", "H", "H", "H", "H", "H", "H", "H", "H", "H", "H", "H", "C", "C", "C", "C", "C", "C", "C", "O", "C", "C", "C", "C", "C", "C", "C", "O", "H", "H", "H", "H", "H", "H", "H", "H", "C", "C", "C", "C", "C", "C", "C", "O", "C", "C", "C", "C", "C", "C", "C", "O", "H", "H", "H", "H", "H", "H", "H", "H", "C", "C", "C", "C", "C", "C", "C", "O", "C", "C", "C", "C", "C", "C", "C", "O", "H", "H", "H", "H", "H", "H", "H", "H", "C", "C", "C", "C", "C", "C", "C", "O", "C", "C", "C", "C", "C", "C", "C", "O", "H", "H", "H", "H", "H", "H", "H", "H"], "positions_angstrom": [[0.081691, -5.223335, -0.705633], [-0.757913, -5.068710, 0.557350], [-2.144605, -5.267078, 0.298620], [-2.936262, -4.114093, 0.241139], [-3.532533, -3.806815, 1.622330], [-3.697397, -2.386053, 1.841603], [-2.453071, -1.771799, 2.014012], [-1.934133, -1.658629, 3.438706], [-0.672054, -2.450225, 3.584636], [-0.759370, -3.746347, 4.118166], [0.362422, -4.540910, 4.232488], [1.594086, -4.043675, 3.809628], [1.683556, -2.759215, 3.291967], [0.561597, -1.935544, 3.172619], [0.755663, -0.567126, 2.577121], [0.316291, -4.266458, -1.174149], [1.024711, -5.722336, -0.481280], [-0.456314, -5.836864, -1.426373], [-0.460995, -5.788438, 1.320016], [-0.599497, -4.072702, 0.998960], [-2.354776, -3.257169, -0.132472], [-3.734063, -4.285169, -0.481381], [-4.544461, -4.195251, 1.720518], [-2.919122, -4.252563, 2.405594], [-1.739898, -2.242194, 1.440237], [-2.577564, -0.832632, 1.629020], [-1.748265, -0.595039, 3.586487], [-2.709698, -1.966020, 4.134713], [-1.715768, -4.117263, 4.469643], [0.278209, -5.534222, 4.652219], [2.481947, -4.656247, 3.892074], [2.645362, -2.377600, 2.971261], [1.409392, 0.033781, 3.213258], [-0.165773, 0.005654, 2.469609], [1.237014, -0.644614, 1.603238], [-0.248004, 6.568038, 6.525987], [0.116024, 6.718268, 7.859254], [0.340137, 5.604271, 8.650905], [0.195374, 4.332329, 8.113388], [-0.180231, 4.180895, 6.774774], [-0.396274, 5.302892, 5.983960], [-0.365713, 2.831985, 6.180186], [-0.677577, 2.679816, 5.014584], [-0.156788, 1.651664, 7.068882], [-0.364912, 0.386869, 6.543241], [-0.169446, -0.733346, 7.328833], [0.242302, -0.595141, 8.650326], [0.449187, 0.667436, 9.182705], [0.246068, 1.795250, 8.394206], [0.456940, 3.150951, 8.985960], [0.824950, 3.277141, 10.131529], [-0.417436, 7.441017, 5.910248], [0.225677, 7.708161, 8.281140], [0.628793, 5.705802, 9.687668], [-0.681465, 5.170559, 4.949765], [-0.681194, 0.290872, 5.513643], [-0.339127, -1.719132, 6.912592], [0.399369, -1.471806, 9.264190], [0.767011, 0.795654, 10.207978], [-12.519603, -0.062617, 3.938264], [-11.593374, -0.054609, 4.975065], [-10.249886, -0.257671, 4.709606], [-9.827445, -0.475499, 3.403987], [-10.760419, -0.493392, 2.362823], [-12.105625, -0.281710, 2.635180], [-10.345092, -0.748081, 0.954809], [-11.143575, -0.754150, 0.045783], [-8.893928, -1.002226, 0.696618], [-8.477046, -1.278070, -0.600030], [-7.136767, -1.506950, -0.857195], [-6.208664, -1.457362, 0.179333], [-6.616885, -1.175533, 1.471701], [-7.963457, -0.956039, 1.731860], [-8.378609, -0.678232, 3.140130], [-7.551304, -0.627795, 4.026952], [-13.567761, 0.101474, 4.148792], [-11.921934, 0.111623, 5.992086], [-9.517654, -0.248500, 5.504693], [-12.814532, -0.293113, 1.819198], [-9.212269, -1.310151, -1.391935], [-6.812650, -1.727161, -1.865778], [-5.163801, -1.635889, -0.036147], [-5.916937, -1.131256, 2.293229], [-0.153609, -1.515437, -0.751655], [-1.170517, -0.593931, -0.989694], [-1.083240, 0.284102, -2.054131], [0.030154, 0.246369, -2.885020], [1.050875, -0.668448, -2.643383], [0.953692, -1.555662, -1.578599], [2.272685, -0.715068, -3.510376], [3.144122, -1.525477, -3.285925], [2.359861, 0.260283, -4.627174], [3.496248, 0.264347, -5.426311], [3.596183, 1.156561, -6.480856], [2.559591, 2.045232, -6.742938], [1.424535, 2.049337, -5.949763], [1.320294, 1.160489, -4.887522], [0.099011, 1.195922, -4.042423], [-0.819616, 1.953153, -4.260648], [-0.210592, -2.215795, 0.077566], [-2.051669, -0.548937, -0.357317], [-1.866005, 1.001527, -2.258060], [1.753101, -2.265824, -1.414827], [4.292866, -0.434503, -5.212972], [4.486206, 1.167993, -7.097009], [2.641319, 2.738905, -7.568701], [0.612658, 2.736761, -6.141711], [10.135948, 2.139306, -5.172230], [11.426065, 2.117304, -5.690717], [11.626292, 2.161492, -7.059740], [10.535739, 2.222342, -7.917801], [9.240035, 2.233693, -7.398305], [9.045620, 2.196901, -6.022873], [8.050396, 2.274435, -8.294902], [6.924051, 2.293634, -7.840898], [8.290764, 2.286936, -9.765220], [7.200459, 2.288155, -10.626643], [7.400811, 2.309181, -11.996001], [8.691620, 2.333740, -12.512395], [9.782186, 2.331088, -11.659675], [9.586762, 2.303832, -10.284830], [10.778903, 2.284680, -9.388528], [11.903207, 2.317509, -9.837196], [9.983139, 2.111177, -4.101549], [12.276482, 2.067345, -5.023946], [12.622574, 2.151424, -7.479125], [8.036501, 2.214214, -5.635520], [6.202952, 2.274223, -10.210552], [6.550773, 2.307773, -12.665144], [8.845602, 2.354447, -13.582920], [10.792103, 2.348636, -12.044756]], "forces_ev_per_a": [[0.0772, 0.0077, 0.0310], [0.1182, 0.1012, -0.0044], [-0.1558, -0.0927, -0.0390], [0.1247, -0.0351, 0.0212], [-0.1034, -0.2604, -0.1498], [0.1734, -0.0109, 0.1921], [-0.1288, 0.4192, 0.0483], [0.3998, 0.2717, 0.2349], [0.0066, -0.3760, 0.1791], [0.0713, 0.3003, -0.0176], [0.1031, 0.0308, -0.0372], [-0.1371, 0.1614, -0.0345], [-0.0251, -0.2532, 0.1021], [0.0151, -0.1864, -0.1413], [0.0029, 0.1558, 0.2079], [-0.1186, -0.0612, -0.0370], [0.0101, 0.0494, 0.0086], [0.0007, -0.0413, 0.0245], [-0.0787, -0.0772, -0.0511], [0.0083, -0.0698, 0.1266], [-0.0565, 0.0042, -0.0584], [0.0079, 0.0052, 0.0050], [0.0170, 0.0810, 0.0197], [0.0805, 0.0905, 0.0554], [-0.0366, -0.0418, -0.0164], [-0.0342, -0.0326, -0.0118], [-0.1632, -0.0445, 0.0592], [-0.2159, -0.1263, -0.2669], [-0.0205, 0.0143, -0.0192], [0.0486, -0.0003, -0.0045], [0.0086, 0.0156, -0.0056], [0.0062, -0.0013, 0.0100], [-0.0093, -0.0391, -0.0008], [0.0484, 0.0001, -0.1128], [-0.0487, 0.0602, -0.0541], [0.0039, -0.0022, 0.0044], [-0.0043, -0.0074, -0.0075], [0.0078, 0.0676, -0.0135], [0.0026, -0.0494, -0.0249], [-0.0139, -0.0360, 0.0181], [0.0004, 0.0655, 0.0062], [0.0102, -0.0040, 0.0050], [-0.0054, 0.0059, -0.0122], [-0.0167, 0.1469, -0.1047], [-0.0004, -0.2959, -0.0018], [-0.0054, -0.0748, 0.0175], [0.0072, 0.0760, 0.0185], [-0.0103, -0.0704, -0.0423], [-0.0031, 0.0043, 0.0179], [0.0025, -0.0223, -0.0019], [-0.0048, 0.0173, 0.0145], [-0.0035, 0.0096, -0.0003], [0.0051, 0.0098, -0.0013], [0.0078, -0.0370, 0.0139], [-0.0078, -0.0374, -0.0056], [0.0182, 0.0918, -0.0264], [0.0331, -0.0211, 0.0207], [-0.0022, -0.0036, 0.0066], [-0.0015, 0.0430, 0.0094], [0.0079, 0.0006, -0.0009], [0.0032, -0.0032, -0.0075], [-0.0572, 0.0233, 0.0359], [0.0173, 0.0050, -0.0368], [0.0413, -0.0235, -0.0081], [-0.0471, 0.0118, 0.0513], [0.0223, 0.0029, -0.0031], [-0.0225, -0.0052, -0.0022], [-0.0185, 0.0226, 0.0396], [0.0682, -0.0158, -0.0472], [-0.0268, -0.0216, 0.0206], [-0.0554, 0.0437, -0.0626], [0.0265, -0.0915, -0.1953], [-0.0322, 0.0410, 0.1170], [0.0029, -0.0042, -0.0053], [-0.0111, -0.0132, 0.0158], [-0.0084, -0.0013, 0.0058], [-0.0061, 0.0075, 0.0061], [0.0365, -0.0025, -0.0170], [0.0199, -0.0127, -0.0328], [-0.0368, 0.0136, 0.0179], [0.0089, 0.0106, -0.0075], [0.0298, 0.0088, -0.0088], [-0.0132, 0.0062, 0.0392], [-0.0921, 0.0637, -0.0038], [0.0363, -0.0130, 0.0108], [-0.0301, -0.0269, 0.0427], [0.0206, -0.0114, -0.0099], [-0.0061, 0.0365, -0.0175], [0.0020, -0.0217, 0.0871], [0.0097, -0.0003, -0.0272], [0.0063, 0.0075, 0.0075], [-0.0350, -0.0195, 0.0309], [0.0142, 0.0195, -0.0566], [0.0619, 0.0150, -0.0287], [-0.0030, -0.0071, 0.0063], [0.0388, 0.0169, -0.0560], [-0.0121, -0.0136, 0.0529], [0.0078, -0.0063, -0.0278], [0.0008, 0.0191, 0.0019], [0.0606, 0.0439, -0.0432], [-0.0215, -0.0198, -0.0703], [0.0112, 0.0214, -0.0381], [0.0434, 0.0235, -0.0245], [-0.0112, -0.0226, 0.0286], [0.0164, 0.0242, 0.0073], [0.0107, 0.0093, -0.0029], [-0.0255, -0.0033, 0.0297], [-0.0001, 0.0013, -0.0094], [-0.0088, -0.0012, -0.0066], [0.0236, 0.0082, 0.0711], [-0.0303, 0.0082, -0.0271], [-0.0021, -0.0114, -0.0428], [0.0332, -0.0040, 0.0655], [0.0200, 0.0156, -0.0078], [-0.0863, -0.0522, 0.0184], [0.0272, 0.0049, 0.0324], [-0.0192, 0.0093, -0.0684], [0.0062, -0.0007, 0.0045], [-0.0014, 0.0016, 0.0111], [-0.0327, 0.0010, -0.0667], [-0.0025, -0.0139, 0.0430], [-0.0036, 0.0059, 0.0021], [0.0073, -0.0122, -0.0046], [0.0034, -0.0030, 0.0088], [0.0042, 0.0052, 0.0084], [-0.0044, 0.0053, -0.0417], [-0.0247, -0.0025, -0.0310], [0.0032, 0.0045, 0.0395], [-0.0038, 0.0042, -0.0087], [-0.0028, -0.0024, -0.0091], [0.0256, -0.0046, 0.0327]]}